Arrangement i

Here is a cluster of 3 separate species, C2H9NO4 in total from the OMol25 dataset. Energies are from the ωB97M-V functional and the def2-TZVPD basis.

Last column: Mulliken charge in e.
Cartesian coordinates (Å):
O: -1.13254 0.29365 0.59806  -0.67
C: -0.19517 -0.36404 0.19396  0.73
O: 1.04175 0.10779 0.08398  -0.40
C: -0.34533 -1.78328 -0.30303  -0.55
N: 0.01472 -2.79257 0.69137  -0.60
H: 1.07728 1.01474 0.43809  0.36
H: -1.37142 -1.93264 -0.60734  0.31
H: 0.33419 -1.90768 -1.14367  0.27
H: 0.48537 -2.32188 1.45663  0.26
H: -0.85406 -3.02633 1.15693  0.29
H: -2.05537 1.12135 -0.93013  0.37
H: -1.87467 1.82757 -2.26798  0.30
O: -2.51180 1.30923 -1.76587  -0.64
H: 3.21544 2.66245 0.88990  0.32
H: 1.90504 3.25774 0.49036  0.32
O: 2.26656 2.53392 1.01875  -0.68

## Properties
- HOMO-LUMO gap (hartree) = 0.3690
- SMILES = NCC(=O)O.O.O
- E_HOMO (eV) = -9.8

Arrangement ii

Here is a cluster of 3 separate species, C2H9NO4 in total from the OMol25 dataset. Energies are from the ωB97M-V functional and the def2-TZVPD basis.

Last column: Mulliken charge in e.
Cartesian coordinates (Å):
O: -0.76384 -1.23096 0.61925  -0.73
C: -0.63381 -0.03329 0.87104  0.76
O: 0.09392 0.74453 0.10693  -0.46
C: -1.44678 0.68987 1.88667  -0.55
N: -2.22627 -0.22252 2.68019  -0.62
H: 0.38068 0.21338 -0.71590  0.47
H: -0.88561 1.50416 2.38589  0.32
H: -2.13183 1.38494 1.33011  0.25
H: -2.81283 -0.82456 2.09602  0.29
H: -1.67278 -0.90952 3.17054  0.28
H: 1.48261 -1.70816 -1.99618  0.29
H: 0.47268 -1.66793 -0.63607  0.37
O: 0.90970 -1.23067 -1.39496  -0.67
H: 3.98558 1.38252 -3.92096  0.32
H: 3.23365 1.15774 -2.75104  0.30
O: 3.04383 1.34851 -3.68927  -0.62

## Properties
- HOMO-LUMO gap (hartree) = 0.3780
- SMILES = NCC(=O)O.O.O
- E_HOMO (eV) = -9.8

Most stable: arrangement i

Arrangement i

Here is a cluster of 3 separate species, C2H9NO4 in total from the OMol25 dataset. Energies are from the ωB97M-V functional and the def2-TZVPD basis.

Last column: Mulliken charge in e.
Cartesian coordinates (Å):
O: 0.34916 0.52511 -0.80360  -0.61
C: -0.65876 0.24541 -0.19482  0.76
O: -1.25095 1.23565 0.53821  -0.44
C: -1.35555 -1.05821 0.04154  -0.57
N: -0.83398 -2.19615 -0.71815  -0.58
H: -0.83017 1.94550 0.02308  0.27
H: -2.39951 -0.97511 -0.26333  0.30
H: -1.37586 -1.32083 1.09728  0.34
H: -0.06058 -2.69775 -0.32144  0.26
H: -0.60633 -1.84975 -1.63628  0.23
H: 2.66138 -1.23114 0.17871  0.30
H: 2.41894 -2.77049 0.38024  0.30
O: 1.98207 -1.90620 0.36785  -0.59
H: 0.79158 2.62099 -0.26999  0.34
H: 1.05718 2.35865 1.18320  0.34
O: 0.88148 3.09763 0.58020  -0.65

## Properties
- HOMO-LUMO gap (hartree) = 0.3634
- SMILES = NCC(=O)O.O.O
- E_HOMO (eV) = -9.4

Arrangement ii

Here is a cluster of 3 separate species, C2H9NO4 in total from the OMol25 dataset. Energies are from the ωB97M-V functional and the def2-TZVPD basis.

Last column: Mulliken charge in e.
Cartesian coordinates (Å):
O: -0.56307 -0.36192 -0.54830  -0.75
C: 0.48511 -0.58478 -0.04232  0.88
O: 0.65694 -1.61690 0.73927  -0.51
C: 1.73285 0.28731 -0.01146  -0.76
N: 1.45589 1.64499 0.52265  -0.64
H: -0.18553 -2.29509 0.74680  0.45
H: 2.40828 -0.19073 0.56971  0.37
H: 2.20717 0.38136 -0.93281  0.33
H: 0.80680 2.11780 -0.08416  0.36
H: 1.00845 1.67124 1.44350  0.25
H: -1.19077 1.30490 -0.85244  0.39
H: -1.40442 2.68709 -1.60860  0.31
O: -0.93317 2.32456 -0.79979  -0.69
H: -1.79180 -1.93329 -0.18368  0.39
H: -2.81444 -2.74137 0.62842  0.31
O: -1.87828 -2.69516 0.41320  -0.68

## Properties
- HOMO-LUMO gap (hartree) = 0.3572
- SMILES = NCC(=O)O.O.O
- E_HOMO (eV) = -9.2

Most stable: arrangement ii

Arrangement i

Here is a cluster of 3 separate species, C4H16NO3 in total from the OMol25 dataset. Energies are from the ωB97M-V functional and the def2-TZVPD basis.

Last column: Mulliken charge in e.
Cartesian coordinates (Å):
O: -1.53719 -1.29955 -1.10295  -0.53
C: -1.08609 -0.00493 -1.54340  -0.72
C: -0.28955 0.64785 -0.42242  0.72
N: 0.85011 -0.33334 -0.18351  -0.19
C: 1.73852 -0.11965 0.97677  -0.95
C: 0.17123 2.05618 -0.84245  -1.24
H: -2.47979 -1.26557 -0.92405  0.33
H: -2.03204 0.53787 -1.80063  0.44
H: -0.50776 -0.11982 -2.44765  0.37
H: -0.77031 0.70836 0.54930  -0.18
H: 0.40187 -1.30411 -0.11467  0.52
H: 1.41403 -0.20961 -1.04068  0.37
H: 2.79819 0.01770 0.72405  0.39
H: 1.74851 -1.02684 1.57431  0.32
H: 1.64117 0.83236 1.53382  0.31
H: -0.42186 2.73504 -0.22390  0.34
H: 1.21272 2.30204 -0.56111  0.37
H: -0.08103 2.31290 -1.85246  0.40
H: 1.02154 -3.44881 0.62592  0.30
H: 0.34402 -3.76473 -0.61852  0.30
O: 0.78347 -3.00554 -0.20421  -0.64
H: -1.36621 1.34210 3.39830  0.29
H: -2.19017 1.30514 2.03054  0.29
O: -1.36339 1.10498 2.46959  -0.62

## Properties
- charge = +1
- HOMO-LUMO gap (hartree) = 0.4389
- E_HOMO (eV) = -14.6

Arrangement ii

Here is a cluster of 4 separate species, C4H16NO3 in total from the OMol25 dataset. Energies are from the ωB97M-V functional and the def2-TZVPD basis.

Last column: Mulliken charge in e.
Cartesian coordinates (Å):
C: -0.90994 1.58490 2.17071  -1.11
C: 0.18287 0.67554 1.60672  -0.60
C: -0.14431 0.08136 0.26497  0.72
C: -0.54300 0.73337 -0.80301  -1.01
N: -0.02368 -1.39847 0.23114  -0.22
H: -0.60839 1.91397 3.16369  0.36
H: -1.07225 2.45402 1.54234  0.30
H: -1.84370 1.04534 2.33147  0.33
H: 1.14788 1.18234 1.55724  0.35
H: 0.36230 -0.09856 2.35481  0.34
H: -0.54749 1.81268 -0.72056  0.23
H: -0.81741 0.34801 -1.77432  0.24
H: -0.82566 -1.81764 0.72370  0.36
H: 0.82310 -1.71209 0.70214  0.41
H: -0.14645 -1.75429 -0.72198  0.32
H: 1.18635 -4.42754 -1.37752  0.31
H: 2.20950 -3.39887 -1.94410  0.31
O: 1.37043 -3.48139 -1.47468  -0.61
H: 0.98041 4.97312 0.69045  0.32
H: 1.61365 5.04552 -0.68509  0.32
O: 1.80587 4.79550 0.22694  -0.64
H: -2.13500 -3.29112 -1.89990  0.32
H: -1.88391 -1.82978 -2.29389  0.32
O: -1.88158 -2.42847 -1.52539  -0.64

## Properties
- charge = +1
- HOMO-LUMO gap (hartree) = 0.4026
- E_HOMO (eV) = -13.9

Most stable: arrangement ii

Arrangement i

Here is the molecule C3H7BO3 from the OMol25 dataset. Energies are from the ωB97M-V functional and the def2-TZVPD basis.

Last column: Mulliken charge in e.
Cartesian coordinates (Å):
B: -1.28538 0.02199 0.36333  0.44
C: 1.07987 0.97416 -0.51432  -0.33
C: 1.42823 -1.02097 -0.06690  -0.47
C: 0.30284 0.28127 0.56168  -0.25
O: 2.15086 0.11798 -0.61665  -0.40
O: -2.13322 1.04575 0.20656  -0.45
O: -1.65959 -1.26147 0.28605  -0.45
H: 0.62636 1.01013 -1.52943  0.25
H: 1.35575 1.97336 -0.17966  0.27
H: 2.04660 -1.46660 0.65286  0.32
H: 0.87749 -1.54032 -0.79185  0.30
H: 0.77714 0.60798 1.50890  0.26
H: -2.96484 0.61917 -0.09077  0.26
H: -2.60212 -1.36243 0.21021  0.25

## Properties
- HOMO-LUMO gap (hartree) = 0.3386
- SMILES = OB(O)C1COC1
- E_HOMO (eV) = -9.1

Arrangement ii

Here is the molecule C3H7BO3 from the OMol25 dataset. Energies are from the ωB97M-V functional and the def2-TZVPD basis.

Last column: Mulliken charge in e.
Cartesian coordinates (Å):
B: -2.13717 -0.30412 0.13413  0.41
C: -0.82351 -1.09705 0.21157  -0.41
C: 0.70162 -0.07187 -0.03788  -0.05
C: 2.88629 0.21636 -0.33822  -0.72
O: -1.87971 1.10628 0.00728  -0.59
O: -3.36104 -0.79874 0.32004  -0.46
O: 1.86088 -0.68598 -0.05715  -0.27
H: -0.51550 -2.13447 0.52846  0.31
H: 0.66015 0.96188 0.10481  0.32
H: 3.73312 -0.47130 -0.24122  0.24
H: 2.77271 1.16477 0.22401  0.31
H: 2.70839 0.52437 -1.33896  0.38
H: -2.70269 1.69467 -0.17462  0.27
H: -3.90355 -0.10481 0.65775  0.27

## Properties
- HOMO-LUMO gap (alpha / beta) (hartree) = 0.2713 / 0.3084
- SMILES = CO/C=C/B(O)O
- E_HOMO (alpha / beta) (eV) = -7.3 / -7.9

Most stable: arrangement i